# 1
Computed, not measured: a single C9H10S molecule at a distorted geometry, with ωB97M-V/def2-TZVPD.

XYZ file:
```
20
Properties=species:S:1:pos:R:3:forces:R:3:mulliken_charge:R:1
C -2.964850 0.252771 0.559061 2.08 -0.97 -1.36 -0.681
C -2.438700 -1.052690 0.452218 -2.37 0.21 0.21 0.011
C -2.144619 1.283375 0.171951 3.35 -0.60 0.57 -0.603
C -1.167896 -1.397822 0.020069 -0.83 -1.86 1.15 -0.957
C -0.754910 1.013376 -0.079695 -1.67 -0.95 -0.13 0.411
C -0.358802 -0.332553 -0.137484 4.27 3.82 -1.86 0.523
C 0.501086 1.847211 -0.406641 -2.48 -2.49 0.29 -1.000
C 1.396263 0.643548 -0.629963 -1.17 -1.82 0.58 -0.192
C 3.072526 -1.339929 0.102183 2.59 -0.84 0.50 -0.863
S 2.744210 0.359319 0.537368 -0.82 0.25 -0.22 -0.091
H -3.980244 0.426051 0.766010 -1.08 0.03 0.50 0.418
H -3.215319 -1.788344 0.661771 0.59 -0.46 -0.01 0.299
H -2.359890 2.284723 0.303983 -1.11 2.00 -0.08 0.437
H -0.934448 -2.487310 0.028477 0.23 1.14 -0.36 0.325
H 0.296980 2.457482 -1.237943 0.26 0.84 -1.24 0.343
H 0.704160 2.413636 0.429125 0.99 1.49 1.76 0.336
H 1.806702 0.602401 -1.653230 -0.59 -0.61 0.35 0.389
H 2.877855 -1.541818 -0.947821 -0.23 -0.10 0.12 0.286
H 2.742660 -2.118819 0.788098 -1.20 0.28 -0.15 0.284
H 4.177245 -1.524600 0.272464 -0.81 0.64 -0.60 0.324
```
Positions in Å, forces in eV/Å.

energy above the lowest of the compared OMol25 structures with the same formula, charge and spin: 1.7424 eV
charge: 0
gap between HOMO and LUMO: 8.97 eV
HOMO: -8.09 eV

# 2
Computed, not measured: a molecular structure, C12H27CaCl2N3S3 at a distorted geometry, with ωB97M-V/def2-TZVPD.

XYZ file:
```
48
Properties=species:S:1:pos:R:3:forces:R:3:mulliken_charge:R:1
Ca 1.112684 -0.564663 0.917380 -0.53 0.43 -0.53 0.633
C -1.365857 1.384285 3.211583 -1.44 1.47 0.93 -0.538
C -0.280789 1.006081 4.223321 0.85 -0.35 -1.73 -0.825
S 0.588627 -0.532040 3.745672 0.78 0.07 0.41 0.059
C -0.512559 -1.921807 4.093411 -0.20 1.10 0.19 -0.674
C -1.769743 -1.930382 3.251473 -0.73 -0.46 -0.19 -0.653
S -1.568494 -1.669511 1.433202 -0.41 0.41 0.32 -0.096
C -2.864541 -0.405273 1.030809 -0.30 -1.00 0.52 -0.755
C -2.290713 0.910299 0.609372 0.53 0.79 -2.30 -0.115
S -0.857150 1.593796 1.470254 0.33 -0.46 0.45 -0.034
H -1.819102 2.377004 3.497304 0.65 -0.82 -0.10 0.469
H -2.241518 0.719855 3.275421 0.62 0.03 -0.20 0.117
H -0.602938 0.904500 5.243345 -0.42 0.12 0.35 0.498
H 0.560944 1.717929 4.183172 -0.45 -0.04 0.19 0.377
H -0.778197 -1.826949 5.157776 0.06 -0.39 -0.34 0.395
H 0.101664 -2.794064 3.942968 0.19 -0.37 0.05 0.368
H -2.515002 -1.230995 3.697647 0.40 -0.67 -0.71 0.393
H -2.162999 -2.949234 3.205072 -0.28 0.22 0.73 0.524
H -3.530552 -0.223998 1.904243 0.43 -0.69 -0.54 0.451
H -3.442653 -0.914152 0.221392 0.24 0.82 0.63 0.469
H -3.047674 1.695997 0.636104 -0.17 -0.18 -0.09 0.575
H -1.945220 0.846031 -0.479241 -0.36 0.18 1.39 -0.229
C -0.937488 1.774582 -2.897088 -0.11 -0.51 -0.31 -1.242
N 0.355430 1.309982 -2.408362 0.70 -1.51 -0.59 0.367
C 1.222583 2.282144 -1.802218 -0.64 1.21 2.25 -0.824
C 0.819940 0.000594 -2.514014 0.17 0.51 1.46 0.441
N 1.533422 -0.447670 -1.446874 -0.85 -0.86 -1.43 -0.673
N 0.538928 -0.715724 -3.628736 0.33 1.78 -0.03 0.065
C 0.541016 -0.005799 -4.923345 -0.35 0.35 -0.22 -0.968
C 0.453803 -2.154313 -3.654014 -0.58 -0.27 -0.25 -0.933
H -1.451262 2.310513 -2.073041 0.30 0.05 -0.66 0.431
H -1.570929 0.917259 -3.186660 0.36 0.25 0.24 0.392
H -0.823309 2.376314 -3.812590 -0.21 0.24 0.54 0.371
H 1.323762 3.207333 -2.361495 -0.11 -0.06 -0.57 0.346
H 2.225887 1.922006 -1.564653 -0.35 -0.26 -0.26 0.289
H 0.742459 2.634715 -0.827309 0.68 -0.35 -0.83 0.149
H 2.012266 -1.305255 -1.774045 -0.05 0.60 0.39 0.062
H 0.522068 1.091230 -4.764877 0.18 -0.88 -0.15 0.290
H -0.355456 -0.277103 -5.480872 -0.04 0.03 -0.05 0.384
H 1.411092 -0.264377 -5.558806 -0.28 -0.02 0.60 0.349
H -0.619853 -2.454631 -3.751304 0.79 0.07 0.26 0.296
H 0.887529 -2.512570 -2.712268 -0.24 -0.49 -0.63 0.299
H 0.955409 -2.527435 -4.562992 0.11 -0.05 0.67 0.309
Cl 3.535915 0.863549 1.218638 0.35 -0.46 0.13 -0.052
C 4.443475 -0.663424 1.479856 -0.35 -0.30 -0.60 -0.122
Cl 3.366443 -2.152160 1.320109 0.74 0.77 0.11 -0.146
H 4.852579 -0.656863 2.464358 -0.03 -0.05 0.70 0.360
H 5.246077 -0.745591 0.750922 -0.33 0.00 -0.17 0.348
```
Positions in Å, forces in eV/Å.

energy above the lowest of the compared OMol25 structures with the same formula, charge and spin: 0.0122 eV
charge: +2
gap between HOMO and LUMO: 8.92 eV
HOMO: -14.63 eV

# 3
Computed, not measured: a molecular structure, C3H5NO2, with ωB97M-V/def2-TZVPD.

XYZ file:
```
11
Properties=species:S:1:pos:R:3:forces:R:3:mulliken_charge:R:1
N 0.244322 1.075990 -0.599976 -0.11 -0.22 0.57 -0.404
C 1.214905 -0.010991 0.069050 0.21 0.14 -0.06 0.206
O 0.598189 -1.174597 -0.493046 0.01 -0.16 0.04 -0.407
C -0.750456 -0.967947 -0.139971 -0.11 0.09 0.08 -0.334
C -0.738813 0.515875 0.103436 -0.37 0.16 -0.50 -0.032
O 0.926026 0.201469 1.326486 0.19 -0.12 -0.01 -0.658
H 0.463294 2.022209 -0.315578 0.02 0.06 -0.07 0.309
H 2.255977 0.013368 -0.270340 -0.13 0.02 -0.03 0.397
H -1.061751 -1.524156 0.748543 0.02 0.10 -0.11 0.262
H -1.408296 -1.211180 -0.986909 0.14 0.03 0.13 0.308
H -1.570690 1.069974 0.537230 0.14 -0.09 -0.05 0.353
```
Positions in Å, forces in eV/Å.

energy above the lowest of the compared OMol25 structures with the same formula, charge and spin: 3.7239 eV
charge: 0
gap between HOMO and LUMO: 9.17 eV
HOMO: -9.11 eV

# 4
Computed, not measured: 2 unconnected molecules or ions with the total composition C8H20INO at a distorted geometry, with ωB97M-V/def2-TZVPD.

XYZ file:
```
31
Properties=species:S:1:pos:R:3:forces:R:3:mulliken_spin:R:1
I -0.204395 -1.570306 4.413027 0.01 -0.02 0.11 1.005
C 1.914723 0.829731 1.327546 -0.12 0.02 0.22 0.011
C 0.966177 0.967608 0.123692 0.36 0.10 -1.05 -0.007
N -0.519302 0.517856 0.187093 1.51 -1.40 2.19 -0.002
C -1.090869 1.208459 1.465909 -0.06 -0.26 -2.06 0.013
C -1.280957 0.963266 -1.096661 -1.42 0.29 2.25 0.000
C -1.629079 2.493241 -1.096572 0.98 -1.53 0.04 0.000
C -0.665092 -1.126067 0.557659 1.62 0.49 0.26 0.015
C -0.255034 -2.164684 -0.515009 -0.39 2.63 -1.13 0.000
O 0.904737 -1.642012 -1.154000 1.27 -0.38 -0.38 0.000
C 1.695751 -2.594410 -1.925915 -0.89 -0.92 0.99 0.000
H 2.065648 -0.187133 1.689900 -0.19 0.08 0.03 -0.001
H 1.730808 1.528526 2.143608 -1.06 -0.36 0.30 -0.002
H 2.908884 1.242281 1.155643 0.14 -0.39 -1.20 0.000
H 1.300150 0.500329 -0.802706 0.43 -0.35 0.51 -0.001
H 0.975048 2.023732 -0.145821 -0.59 0.16 0.23 0.000
H -0.539763 0.969214 2.375386 -0.01 -0.39 -0.41 -0.011
H -2.127500 0.871939 1.481827 -0.02 0.43 0.45 -0.001
H -0.972979 2.264366 1.222495 -0.31 -0.09 0.57 0.000
H -2.164621 0.385040 -0.826692 -0.55 0.09 -1.16 0.000
H -0.849342 0.663487 -2.051621 0.46 -0.37 0.57 0.000
H -0.666024 3.003732 -1.102640 -0.26 0.48 -0.15 0.000
H -2.194754 2.777545 -0.209275 -0.13 0.07 -0.45 0.000
H -2.171158 2.691940 -2.021108 0.01 0.15 0.18 0.000
H -1.579277 -1.423283 1.071507 -0.93 0.86 -0.90 0.005
H -0.042121 -1.264214 1.441361 0.79 0.61 -0.33 -0.024
H -1.006783 -2.086845 -1.300441 -0.50 -0.88 0.05 0.000
H -0.184402 -3.161370 -0.079428 0.15 0.02 0.04 -0.001
H 2.395936 -2.204491 -2.664700 -0.33 0.87 0.39 0.000
H 1.035578 -3.279925 -2.457263 -0.18 0.03 -0.12 0.000
H 2.250015 -3.197555 -1.206802 0.21 -0.05 -0.06 0.000
```
Positions in Å, forces in eV/Å.

energy above the lowest of the compared OMol25 structures with the same formula, charge and spin: 0.8058 eV
charge: +1
2S+1: 2
gap between HOMO and LUMO (spin up / spin down): 11.12 / 6.69 eV
HOMO (spin up / spin down): -13.33 / -13.01 eV